1.
DFT (wB97M-V/def2-TZVPD) results for an isolated molecule of C4H2F2O.

Properties
- energy above the lowest of the compared OMol25 structures with the same formula, charge and spin (kcal per mole) = 110.6
- total energy (Ha) = -428.377538

Structure (ORCA input):
```
! wB97M-V def2-TZVPD RIJCOSX def2/J DEFGRID3
* xyz 0 1
C -1.11883 -1.03329 -0.91548
C -0.52986 0.02669 -0.33612
C -1.04236 -1.06045 0.54685
C 0.48354 0.87737 -0.28438
O 1.47979 0.61728 -1.12780
F -2.21705 -1.16977 1.23176
F 0.77185 1.82412 0.64649
H -0.10987 -1.39482 1.19719
H 2.28280 1.31287 -0.95850
*
```

Löwdin atomic charge list, values in e, 4 entries: atom 1 (C): 0.17, atom 2 (C): -0.20, atom 3 (C): -0.29, atom 4 (C): -0.32

2.
DFT (wB97M-V/def2-TZVPD) results for a 3-piece molecular cluster, C3H8O overall.

Properties
- energy above the lowest of the compared OMol25 structures with the same formula, charge and spin (kcal per mole) = 104.3
- total energy (Ha) = -194.169723

Structure (ORCA input):
```
! wB97M-V def2-TZVPD RIJCOSX def2/J DEFGRID3
* xyz 0 1
C -1.50910 0.19898 -0.01724
C -0.09361 -0.10738 -0.37456
C 1.06504 0.48597 0.28800
O 2.20519 -0.09709 0.08177
H -1.57485 0.74681 0.92749
H -2.04934 -0.74731 0.10005
H -2.02167 0.76004 -0.80651
H 0.67363 -1.73917 0.14783
H 0.10718 -0.46745 -1.38263
H 0.82373 0.90304 1.28703
H 0.82332 1.34631 -0.46423
H 1.47286 -1.46061 0.18376
*
```

Löwdin atomic charge list, values in e, 4 entries: atom 1 (C): -0.08, atom 2 (C): -0.13, atom 3 (C): -0.54, atom 4 (O): -0.18

3.
DFT (wB97M-V/def2-TZVPD) results for a 14-piece molecular cluster, C38H74N8O22S4 overall.

Properties
- energy above the lowest of the compared OMol25 structures with the same formula, charge and spin (kcal per mole) = 0.0
- total energy (Ha) = -5178.356954

Structure (ORCA input):
```
! wB97M-V def2-TZVPD RIJCOSX def2/J DEFGRID3
* xyz 0 1
N -0.30978 -0.77698 -0.95427
H -0.41424 -0.81176 0.10188
H -0.09879 0.17287 -1.31427
H -1.19193 -1.07215 -1.36451
H 0.37172 -1.52230 -1.18690
N 2.67088 -1.06116 4.38007
H 2.49477 -1.56035 5.23343
H 3.54232 -1.34702 4.00917
H 2.85422 -0.10252 4.72675
H 1.78092 -1.27881 2.87220
S -0.34984 -1.31534 2.86723
O -0.19266 -0.27240 3.88291
O -0.77716 -2.59217 3.39525
O -1.16274 -0.95232 1.68828
O 1.11297 -1.41269 2.14873
C -2.81479 1.57892 1.49101
C -4.00125 0.91887 2.09842
O -4.88716 2.05288 2.44790
S -4.54609 3.37935 1.61598
O -3.92435 4.38160 2.40702
O -5.54681 3.73412 0.71223
O -3.43841 2.66476 0.74997
H -2.29565 0.95914 0.78521
H -2.09259 1.97330 2.23573
H -3.81695 0.20640 2.89413
H -4.44694 0.39585 1.28646
C -3.10564 0.25855 6.00074
C -1.69106 0.19392 6.68965
O -1.12299 1.47035 6.46826
S -2.05086 2.52024 5.77881
O -1.63304 2.48975 4.39580
O -2.16995 3.73229 6.54847
O -3.37800 1.67531 5.93869
H -3.91828 -0.09347 6.56514
H -3.19546 -0.15947 5.03033
H -1.07739 -0.60147 6.32302
H -1.84293 0.01897 7.74749
C 1.02557 2.77129 3.97644
C 1.00577 2.20076 2.56944
O 2.31843 1.70896 2.36664
S 3.36399 2.55975 3.18275
O 3.97176 3.62368 2.49299
O 4.28899 1.66349 3.96130
O 2.34269 3.21261 4.12998
H 0.78082 1.97708 4.70621
H 0.44022 3.64137 4.15221
H 0.88993 3.03157 1.86197
H 0.28114 1.44510 2.52388
C -0.83053 3.67025 -5.54179
C -1.90428 2.72652 -4.98279
C -1.22443 1.40668 -4.63800
C -0.59511 0.70204 -5.78115
N -0.21924 0.27146 -6.75668
H -0.03483 3.90464 -4.85732
H -1.33242 4.64288 -5.59184
H -0.42144 3.54032 -6.54196
H -2.68740 2.69359 -5.76832
H -2.28955 3.19198 -4.04540
H -1.90963 0.69416 -4.11362
H -0.37934 1.53686 -3.92411
C -4.72525 2.14947 -3.15682
C -4.89691 0.99866 -4.09849
C -5.11438 -0.31162 -3.25443
C -3.94066 -0.83607 -2.58745
N -2.99760 -1.24224 -2.09256
H -3.84242 2.10154 -2.53292
H -5.46750 2.24077 -2.34515
H -4.69344 3.04610 -3.68417
H -4.11206 0.89406 -4.82749
H -5.77535 0.93944 -4.75083
H -5.38395 -1.04452 -4.03949
H -5.86807 -0.14101 -2.47438
C 5.99626 0.95767 -1.20655
C 5.29214 2.06756 -1.99431
C 4.01112 2.36786 -1.22878
C 3.20996 1.17284 -0.99132
N 2.71468 0.14149 -0.84041
H 5.48479 0.01629 -1.37605
H 5.93536 1.18145 -0.11767
H 7.03890 0.81417 -1.37667
H 5.06431 1.82821 -3.05256
H 5.83624 2.98747 -1.89456
H 3.42340 3.01602 -1.92546
H 4.22984 2.83364 -0.26373
C -5.59964 -5.12138 0.11045
C -5.25445 -4.23784 1.30480
C -4.48517 -3.02599 0.87195
C -5.33416 -2.08292 0.02905
N -6.18702 -1.46550 -0.39046
H -6.10166 -4.44465 -0.61578
H -6.09261 -6.05606 0.32092
H -4.68484 -5.28675 -0.35561
H -4.60959 -4.72740 1.97564
H -6.12224 -3.96543 1.94484
H -3.62290 -3.28518 0.25163
H -4.07890 -2.49043 1.70515
C 1.93784 -1.89440 -4.17511
C 3.28285 -1.45700 -4.85702
C 3.15837 -0.17463 -5.75769
C 2.67128 0.97091 -4.95730
N 2.25285 1.75617 -4.24543
H 1.94008 -2.95017 -3.90393
H 1.09489 -1.70140 -4.79192
H 1.78280 -1.32244 -3.20945
H 3.74480 -2.29882 -5.37412
H 4.04644 -1.28401 -4.09660
H 2.29552 -0.32687 -6.46090
H 4.08437 -0.06741 -6.24826
C 2.74942 -6.64574 0.55575
C 1.38109 -6.19139 0.94348
C 1.10417 -4.69930 1.06091
C 1.10059 -3.96144 -0.24092
N 1.15316 -3.35970 -1.20596
H 3.56292 -6.45548 1.23139
H 3.08977 -6.27051 -0.42624
H 2.64998 -7.75474 0.61148
H 1.06252 -6.54577 1.94193
H 0.55719 -6.61587 0.34932
H 1.79352 -4.13265 1.69593
H 0.12116 -4.60861 1.51009
C 0.06147 5.77867 0.24001
C -1.17828 4.84654 0.23254
C -2.16330 4.99425 -0.96746
O -1.90539 3.82909 -1.82438
C -1.03433 3.01504 -1.19694
O -0.53681 2.03565 -1.65180
O -0.74861 3.49946 0.02801
H 0.69535 5.42973 1.05701
H -0.14783 6.82664 0.30814
H 0.59709 5.53898 -0.68000
H -1.78031 4.80247 1.13755
H -1.96189 5.92471 -1.49289
H -3.22322 4.94265 -0.64057
C 4.26094 -2.04064 1.29462
C 4.94685 -3.28678 0.83360
C 6.33193 -3.07481 0.17734
O 7.22955 -3.54489 1.21609
C 6.58668 -4.33928 2.08797
O 7.00747 -5.16751 2.86335
O 5.25891 -4.08267 1.97264
H 4.93801 -1.40504 1.82352
H 3.44321 -2.28509 1.95117
H 3.84781 -1.36219 0.53711
H 4.31704 -3.84436 0.22194
H 6.56164 -2.04110 0.12577
H 6.51713 -3.65015 -0.72129
*
```

Löwdin atomic charge list, values in e, 4 entries: atom 1 (N): 0.26, atom 2 (H): 0.08, atom 3 (H): 0.08, atom 4 (H): 0.03

4.
DFT (wB97M-V/def2-TZVPD) results for an isolated molecule of C9H16N2O.

Properties
- energy above the lowest of the compared OMol25 structures with the same formula, charge and spin (kcal per mole) = 142.6
- total energy (Ha) = -537.076570

Structure (ORCA input):
```
! wB97M-V def2-TZVPD RIJCOSX def2/J DEFGRID3
* xyz 0 1
C 0.80142 0.83996 0.39282
C 0.58928 0.36300 -0.70347
N -3.13399 -0.76211 -1.19435
O -4.53071 -0.44068 -1.30423
C -2.35853 -0.80758 -2.18654
N 2.14996 0.41065 2.51645
C -2.92025 -0.66707 -3.59082
C 3.44978 1.03449 2.17405
C 1.98692 0.05607 3.90906
C 1.06611 1.04443 1.90505
C 0.14535 -0.13851 -2.03345
C -0.93008 -1.31845 -1.99805
H -4.88013 -0.17264 -0.40868
H -2.53191 -1.41430 -4.21502
H -3.96901 -0.70070 -3.59237
H -2.73512 0.33977 -3.89159
H 4.19970 0.47691 2.59429
H 3.63005 1.10181 1.14077
H 3.46242 2.11563 2.56039
H 3.01022 -0.10734 4.31304
H 1.40374 -0.85048 4.00441
H 1.41268 0.76137 4.51534
H 0.23010 0.65521 2.42730
H 1.22283 2.11211 1.90503
H -0.17643 0.78944 -2.78032
H 0.99126 -0.70462 -2.60312
H -0.75904 -2.13441 -2.78248
H -0.82660 -1.88199 -1.07352
*
```

Löwdin atomic charge list, values in e, 4 entries: atom 1 (C): 0.04, atom 2 (C): -0.06, atom 3 (N): 0.03, atom 4 (O): -0.09

5.
DFT (wB97M-V/def2-TZVPD) results for an isolated molecule of C8H16N2O2.

Properties
- energy above the lowest of the compared OMol25 structures with the same formula, charge and spin (kcal per mole) = 14.7
- total energy (Ha) = -574.314293

Structure (ORCA input):
```
! wB97M-V def2-TZVPD RIJCOSX def2/J DEFGRID3
* xyz 0 1
C -1.76986 -0.17766 -0.36085
C -0.43064 1.03894 1.48842
C 1.07686 1.09970 1.16427
C -1.25874 0.95843 0.20303
C 1.10504 -1.14767 0.14694
C 0.88999 -1.93083 -1.18406
C 0.93512 -1.74051 1.29172
C 1.79320 0.77024 -1.13430
N 1.45263 0.18189 0.09102
N -1.60122 2.12961 -0.42754
O -2.58813 -0.04018 -1.47970
O -2.02035 -1.47911 0.09117
H -0.70590 0.20186 2.05875
H -0.73587 1.95192 1.98229
H 1.32293 2.08261 0.84213
H 1.71061 1.05118 2.04968
H 1.66591 -1.88056 -1.85791
H 0.04156 -1.54401 -1.62472
H 0.50286 -2.96075 -0.84617
H 0.58016 -2.73430 1.30546
H -1.25283 -1.72716 0.67220
H 0.88987 -1.25615 2.33263
H 0.83356 1.08451 -1.53871
H 2.52621 1.59935 -0.94693
H 2.38697 0.03319 -1.64408
H -2.39386 2.05586 -1.12981
H -3.32180 -0.63922 -1.63549
H -1.63428 3.01883 0.09055
*
```

Löwdin atomic charge list, values in e, 4 entries: atom 1 (C): -0.36, atom 2 (C): -0.09, atom 3 (C): -0.15, atom 4 (C): -0.29

6.
DFT (wB97M-V/def2-TZVPD) results for C2H6N2 as an isolated structure.

Properties
- energy above the lowest of the compared OMol25 structures with the same formula, charge and spin (kcal per mole) = 108.7
- total energy (Ha) = -189.156293

Structure (ORCA input):
```
! wB97M-V def2-TZVPD RIJCOSX def2/J DEFGRID3
* xyz 0 1
C -0.83629 0.65358 1.43464
C 0.79214 -0.64069 -1.52098
H -1.10093 -0.18869 2.50988
H -1.85219 0.66871 0.63898
H -0.41505 1.83413 2.00947
H 0.73878 -0.75522 0.86061
H 1.79700 -1.11604 -1.15345
H 0.53536 -0.71313 -2.58855
N 0.20623 0.08367 0.55552
N -0.12596 -0.05611 -0.80680
*
```

Löwdin atomic charge list, values in e, 4 entries: atom 1 (C): -0.20, atom 2 (C): -0.10, atom 3 (H): 0.13, atom 4 (H): 0.11